Record 1
The following is a DFT calculation (the ωB97M-V functional and the def2-TZVPD basis) of a 8-piece molecular cluster, C36H96N8O10 overall at a distorted geometry.

Calculated values
HOMO = -0.299 hartree
LUMO = 0.2 eV
energy = -71276.300 eV
Kohn-Sham gap = 8.4 eV
SMILES = COC[C@H](C)N.COC[C@H](C)N.COC[C@H](C)N.COC[C@H](C)N.COC[C@H](C)N.COC[C@H](C)N.COCCNCCOC.COCCNCCOC

Cartesian coordinates (Å):
C: -5.2218 0.4720 2.2015
O: -5.6557 1.1473 3.3626
C: -4.6163 1.7937 4.0721
C: -4.1067 3.0500 3.3237
N: -5.1843 4.0218 3.3805
C: -5.1677 5.1803 2.4938
C: -5.2864 4.7808 1.0165
O: -6.6045 4.4088 0.6865
C: -6.8950 4.4568 -0.6869
H: -5.4677 -0.5949 2.2181
H: -4.1277 0.4015 2.1533
H: -5.6513 0.9826 1.3415
H: -3.8162 1.0645 4.2072
H: -4.9022 2.1539 5.0604
H: -3.8644 2.6511 2.3286
H: -3.2207 3.4817 3.7865
H: -6.0836 3.5633 3.2900
H: -4.2273 5.7231 2.6120
H: -6.0094 5.7927 2.8187
H: -4.5643 3.9726 0.8705
H: -5.0350 5.6553 0.4006
H: -6.7317 5.4483 -1.1307
H: -7.9558 4.2337 -0.7592
H: -6.2627 3.7965 -1.2889
C: 3.6245 1.2620 1.2475
O: 2.3799 1.6542 1.7768
C: 2.3104 2.0939 3.1245
C: 3.1304 3.3299 3.4875
N: 2.5311 4.4876 2.8356
C: 3.4253 5.6407 2.9265
C: 2.8507 6.8031 2.1126
O: 3.8186 7.7948 1.8398
C: 4.2987 7.7557 0.5220
H: 3.5699 0.2062 0.9640
H: 4.5135 1.5895 1.7850
H: 3.7915 1.6877 0.2467
H: 2.5546 1.2658 3.8043
H: 1.2509 2.2966 3.2503
H: 4.1930 3.1758 3.2616
H: 3.0186 3.3969 4.5726
H: 2.3255 4.2827 1.8646
H: 4.4296 5.3634 2.5712
H: 3.5478 5.8984 3.9801
H: 2.0641 7.2449 2.7327
H: 2.2856 6.5177 1.2190
H: 5.1209 8.4623 0.4318
H: 3.4889 8.0355 -0.1658
H: 4.6570 6.8066 0.1012
C: -1.2431 -1.2254 0.4230
C: 0.1430 -0.6186 0.3118
C: 0.9829 -1.3230 -0.7924
O: 0.4082 -1.0383 -2.0581
C: 0.7270 -1.9407 -3.0958
N: 0.1585 0.8042 0.0314
H: -1.3255 -2.1565 0.9816
H: -1.6087 -1.3874 -0.5964
H: -1.9294 -0.4925 0.8443
H: 0.7307 -0.8729 1.2014
H: 1.2155 -2.3737 -0.5780
H: 1.9833 -0.8723 -0.7403
H: 1.7462 -1.8245 -3.4644
H: -0.0639 -1.8086 -3.8367
H: 0.5820 -3.0031 -2.8571
H: 0.8973 1.2238 0.6090
H: 0.4735 1.0246 -0.9056
C: -3.2937 -2.7217 -9.2719
C: -1.7673 -2.8386 -9.5133
C: -0.9364 -2.1468 -8.4628
O: -1.3787 -0.8149 -8.3134
C: -0.6852 -0.1216 -7.2780
N: -1.4462 -4.2956 -9.5804
H: -3.6213 -1.6911 -9.1046
H: -3.5692 -3.3048 -8.3942
H: -3.7420 -2.9988 -10.2263
H: -1.5618 -2.3727 -10.4811
H: 0.0780 -2.0508 -8.8721
H: -0.9454 -2.7276 -7.5302
H: 0.3783 -0.1517 -7.5244
H: -0.8650 -0.6903 -6.3603
H: -1.1467 0.8562 -7.1967
H: -2.1483 -4.6612 -10.2134
H: -1.7046 -4.6211 -8.6511
C: 2.6125 -5.3165 5.6342
C: 3.6480 -4.9422 4.5388
C: 3.7868 -3.4025 4.4793
O: 2.7160 -2.9092 3.6911
C: 2.6237 -1.4987 3.6802
N: 4.8863 -5.5591 4.9450
H: 2.9636 -4.9236 6.5897
H: 2.5102 -6.3973 5.6620
H: 1.6750 -4.8152 5.3829
H: 3.2766 -5.2824 3.5724
H: 4.7633 -3.2654 3.9965
H: 3.8276 -2.9447 5.4717
H: 3.3530 -1.1149 2.9554
H: 2.8938 -1.0158 4.6239
H: 1.6331 -1.1993 3.3480
H: 5.2099 -5.1201 5.7937
H: 5.5496 -5.6976 4.1994
C: -2.0063 2.3275 7.5057
C: -2.3534 0.9633 6.8450
C: -1.5045 0.6389 5.6301
O: -1.5631 1.7223 4.7051
C: -0.9418 1.3257 3.4764
N: -2.2211 -0.1019 7.8716
H: -2.7261 2.5645 8.2851
H: -2.0260 2.9974 6.6398
H: -0.9969 2.4086 7.9130
H: -3.4065 1.0488 6.5740
H: -1.9328 -0.2604 5.1681
H: -0.4525 0.4345 5.8566
H: 0.0084 0.8094 3.6016
H: -0.8109 2.2652 2.9452
H: -1.6572 0.6956 2.9510
H: -1.4233 -0.6926 7.6699
H: -2.0639 0.3370 8.7653
C: 4.4676 -1.0901 -2.4783
C: 5.6712 -1.2698 -1.5876
C: 6.4451 -2.5495 -1.9011
O: 7.0203 -2.4443 -3.1909
C: 7.4072 -3.7129 -3.6798
N: 6.5915 -0.0981 -1.8450
H: 3.6547 -1.7469 -2.1364
H: 4.6042 -1.5258 -3.4716
H: 4.0481 -0.0889 -2.5184
H: 5.3798 -1.2220 -0.5378
H: 5.7866 -3.4199 -1.7855
H: 7.2553 -2.7020 -1.1773
H: 7.8452 -3.5428 -4.6587
H: 6.5754 -4.4155 -3.8215
H: 8.0475 -4.2484 -2.9723
H: 7.0583 -0.3137 -2.7219
H: 7.3175 -0.2096 -1.1381
C: -4.8624 -3.8418 -5.4957
C: -3.5856 -3.5869 -4.6854
C: -3.9594 -2.6309 -3.5262
O: -4.2801 -1.3025 -3.8850
C: -3.1588 -0.6346 -4.4244
N: -3.0834 -4.8285 -4.1249
H: -4.7949 -4.6045 -6.2685
H: -4.9931 -2.8457 -5.9379
H: -5.7710 -3.9894 -4.9157
H: -2.7728 -3.0945 -5.2301
H: -3.2410 -2.6786 -2.6987
H: -4.8711 -3.0586 -3.1045
H: -2.7352 -1.0870 -5.3260
H: -2.3280 -0.7516 -3.7092
H: -3.3883 0.4208 -4.5399
H: -2.3011 -4.8024 -3.4874
H: -2.9457 -5.6135 -4.7399

Record 2
The following is a DFT calculation (the ωB97M-V functional and the def2-TZVPD basis) of a 8-piece molecular cluster, C36H96N8O10 overall at a distorted geometry.

Calculated values
HOMO = -0.320 hartree
LUMO = 0.3 eV
energy = -71273.559 eV
Kohn-Sham gap = 9.0 eV
SMILES = COC[C@H](C)N.COC[C@H](C)N.COC[C@H](C)N.COC[C@H](C)N.COC[C@H](C)N.COC[C@H](C)N.COCCNCCOC.COCCNCCOC

Cartesian coordinates (Å):
C: 4.8225 2.5609 3.9273
C: 6.2629 2.7107 3.6224
C: 6.8195 4.1467 3.1356
O: 6.2936 5.2220 3.8401
C: 6.3396 6.5072 3.2025
N: 6.9174 2.3938 4.9153
H: 4.6241 1.4891 3.9172
H: 4.3314 2.9922 3.0550
H: 4.5540 2.9715 4.9006
H: 6.6087 1.9693 2.9022
H: 6.6323 4.1796 2.0623
H: 7.9079 4.0994 3.1688
H: 5.7101 7.1279 3.8401
H: 5.8808 6.5058 2.2138
H: 7.3576 6.8924 3.1428
H: 7.9141 2.5087 5.0313
H: 6.4735 3.1205 5.4584
C: -1.1719 -4.1202 4.1009
C: -2.2401 -3.0348 4.1485
C: -1.9339 -1.9349 3.1797
O: -2.1069 -2.4985 1.9160
C: -1.7494 -1.5162 0.8350
N: -3.4961 -3.7666 3.9014
H: -1.4446 -5.1540 4.3131
H: -0.3684 -3.8475 4.7852
H: -0.6947 -4.1679 3.1221
H: -2.2567 -2.5582 5.1286
H: -0.9423 -1.5283 3.3785
H: -2.6745 -1.1433 3.2931
H: -1.7258 -2.0762 -0.0999
H: -0.7808 -1.0800 1.0792
H: -2.5471 -0.7780 0.7534
H: -4.2704 -3.1435 4.0808
H: -3.7262 -4.1137 2.9812
C: -2.3748 0.1645 -2.9971
C: -3.7529 0.7548 -3.3133
C: -4.3613 -0.0204 -4.4739
O: -5.7197 0.5497 -4.7183
C: -5.6999 1.8026 -5.4007
N: -4.5051 0.4658 -2.0747
H: -1.5200 0.4807 -3.5950
H: -2.3122 -0.9181 -2.8863
H: -2.0978 0.5612 -2.0203
H: -3.8376 1.8076 -3.5827
H: -4.5751 -1.0673 -4.2582
H: -3.8229 0.0677 -5.4175
H: -4.8158 2.4390 -5.4390
H: -6.6380 2.3117 -5.1794
H: -5.7452 1.5468 -6.4593
H: -5.3846 0.9605 -2.1174
H: -4.7310 -0.5042 -1.9068
C: 0.9108 2.5094 -7.1945
C: 0.2546 1.1730 -7.5170
C: -0.6526 1.4466 -8.7857
O: -1.6504 0.4005 -9.1337
C: -2.7019 0.0699 -8.1305
N: 1.3599 0.1981 -7.6801
H: 1.5381 2.9483 -7.9703
H: 1.4908 2.3063 -6.2943
H: 0.2317 3.3464 -7.0324
H: -0.3005 0.6783 -6.7200
H: 0.0011 1.5491 -9.6518
H: -1.2317 2.3678 -8.7205
H: -3.2564 0.9396 -7.7783
H: -2.3432 -0.5020 -7.2747
H: -3.4871 -0.5093 -8.6165
H: 1.2509 -0.3554 -8.5178
H: 2.2536 0.6617 -7.7616
C: -2.6067 5.1218 -3.2163
C: -1.7762 4.0527 -2.5752
C: -0.3098 4.4491 -2.3908
O: 0.5065 3.3624 -1.9848
C: 1.8523 3.7729 -1.8242
N: -2.4743 3.7849 -1.2762
H: -3.5879 4.6654 -3.0862
H: -2.2488 5.2797 -4.2337
H: -2.5736 6.0926 -2.7217
H: -1.9078 3.1646 -3.1932
H: -0.2493 5.3542 -1.7865
H: 0.0748 4.8305 -3.3366
H: 2.2032 2.8501 -1.3621
H: 2.1276 4.4486 -1.0144
H: 2.4012 3.8923 -2.7583
H: -1.8504 3.4741 -0.5452
H: -2.9977 2.9331 -1.4199
C: -0.3789 -7.3683 -3.6719
C: -0.0690 -5.9905 -4.1435
C: -1.2997 -5.0010 -4.1676
O: -2.0923 -5.3054 -5.3512
C: -3.2836 -4.5283 -5.4686
N: 1.0170 -5.3554 -3.2898
H: -0.5977 -7.4443 -2.6068
H: 0.4233 -8.0910 -3.8215
H: -1.1456 -7.8550 -4.2747
H: 0.3784 -5.9896 -5.1375
H: -1.0868 -3.9394 -4.2931
H: -1.8447 -5.1478 -3.2351
H: -3.0506 -3.6745 -6.1049
H: -3.6591 -4.1571 -4.5150
H: -4.0512 -5.2465 -5.7571
H: 1.0766 -5.8566 -2.4149
H: 0.6875 -4.4261 -3.0707
C: -1.2040 0.9629 5.3655
O: -0.7700 -0.1364 6.1292
C: 0.5052 0.1072 6.7361
C: 0.6043 -0.6173 8.0818
N: -0.6866 -0.4960 8.7983
C: -0.9682 -1.5348 9.7428
C: -0.2066 -1.4469 11.0664
O: -0.7719 -0.4447 11.8371
C: -0.3677 0.9593 11.6477
H: -0.3610 1.3730 4.8093
H: -1.8328 1.7064 5.8554
H: -1.8065 0.5380 4.5626
H: 0.6425 1.1458 7.0370
H: 1.2363 0.0204 5.9323
H: 1.4633 -0.2129 8.6172
H: 0.8851 -1.6529 7.8900
H: -1.2939 -0.6205 8.0009
H: -0.7284 -2.4825 9.2607
H: -2.0142 -1.4648 10.0411
H: 0.8618 -1.4166 10.8529
H: -0.2876 -2.3926 11.6024
H: -0.7395 1.4868 12.5261
H: -0.8184 1.4712 10.7975
H: 0.7143 1.0253 11.7617
C: 2.0336 0.5480 -4.2466
O: 2.3247 -0.3177 -3.1539
C: 1.1811 -0.6865 -2.4564
C: 1.5534 -1.8051 -1.4495
N: 1.5584 -1.4263 -0.0697
C: 2.2116 -2.4701 0.6398
C: 2.0894 -2.3054 2.1342
O: 3.0217 -1.2866 2.4643
C: 2.5692 0.0030 2.6228
H: 1.5707 1.4395 -3.8235
H: 1.2974 0.1012 -4.9147
H: 2.9126 0.7148 -4.8692
H: 0.3146 -0.8633 -3.0936
H: 0.9568 0.2218 -1.8972
H: 2.5434 -2.1610 -1.7347
H: 0.9765 -2.7264 -1.5297
H: 2.1512 -0.6088 -0.0818
H: 3.2595 -2.4558 0.3401
H: 1.7201 -3.3728 0.2771
H: 2.5130 -3.1474 2.6816
H: 1.0937 -2.0228 2.4762
H: 2.4590 0.1910 3.6908
H: 1.6095 0.0949 2.1143
H: 3.3234 0.7459 2.3632

Record 3
The following is a DFT calculation (the ωB97M-V functional and the def2-TZVPD basis) of a 12-piece molecular cluster, C36H96O36S12 overall at a distorted geometry.

Calculated values
HOMO = -0.408 hartree
LUMO = -0.1 eV
energy = -242614.998 eV
Kohn-Sham gap = 11.0 eV
SMILES = CCOS(C)(=O)=O.CCOS(C)(=O)=O.CCOS(C)(=O)=O.CCOS(C)(=O)=O.CCOS(C)(=O)=O.CCOS(C)(=O)=O.CCOS(C)(=O)=O.CCOS(C)(=O)=O.CCOS(C)(=O)=O.CCOS(C)(=O)=O.CCOS(C)(=O)=O.CCOS(C)(=O)=O

Cartesian coordinates (Å):
O: -0.2877 4.5829 0.0161
S: -1.6328 4.5035 -0.4930
O: -2.5625 3.5941 0.1249
O: -2.2576 5.9720 -0.2843
C: -1.5986 7.1051 -0.8556
C: -2.5795 8.2491 -0.9004
C: -1.5903 4.3423 -2.3263
H: -1.2858 6.8661 -1.8768
H: -0.7169 7.4429 -0.3092
H: -2.1146 9.1292 -1.3388
H: -2.8746 8.4721 0.1289
H: -3.5171 7.9976 -1.3964
H: -1.7125 3.2834 -2.5339
H: -0.6639 4.7477 -2.7196
H: -2.4363 4.9111 -2.7071
O: 0.3349 5.2995 -7.8473
S: -0.1571 3.9658 -8.0234
O: 0.7346 2.8526 -8.2151
O: -1.1637 3.6631 -6.7472
C: -0.8341 2.5495 -5.9239
C: 0.4318 2.6941 -5.0768
C: -1.4193 4.0421 -9.2851
H: -0.6999 1.6254 -6.4930
H: -1.7093 2.4556 -5.2846
H: 1.3711 2.3977 -5.5351
H: 0.3742 2.2604 -4.0786
H: 0.4694 3.7612 -4.8203
H: -2.0906 3.2016 -9.1212
H: -0.9775 3.9716 -10.2769
H: -1.9740 4.9736 -9.2217
O: -1.4053 -0.4175 0.6858
S: -0.1211 -0.0477 1.2478
O: 0.6264 -0.9334 2.0827
O: 0.8976 0.2325 -0.0193
C: 0.3890 0.7397 -1.2300
C: 0.9222 -0.0855 -2.3789
C: -0.2001 1.6020 1.9386
H: 0.6291 1.8064 -1.3110
H: -0.6998 0.6491 -1.2758
H: 2.0139 -0.2354 -2.4090
H: 0.8044 0.1823 -3.4266
H: 0.6075 -1.1300 -2.2648
H: -0.4293 2.3124 1.1470
H: 0.7426 1.8488 2.4191
H: -0.9722 1.6287 2.7045
O: 2.7625 -5.9627 0.2437
S: 2.0030 -4.8138 -0.1386
O: 2.0532 -4.4182 -1.5323
O: 0.4912 -4.9803 0.3917
C: -0.3877 -3.8481 0.3687
C: -1.8249 -4.2688 0.6089
C: 2.5309 -3.3381 0.8076
H: -0.1890 -3.2705 -0.5397
H: -0.1437 -3.1760 1.1990
H: -2.4356 -3.3778 0.7147
H: -1.8367 -4.9347 1.4726
H: -2.1672 -4.9065 -0.2103
H: 3.6128 -3.2265 0.7897
H: 2.1797 -3.3521 1.8378
H: 2.0686 -2.4983 0.2918
O: 3.0634 -3.7786 4.7740
S: 2.1694 -4.9090 4.6952
O: 1.9634 -5.7810 5.8283
O: 0.7125 -4.3682 4.2197
C: -0.0431 -3.6403 5.2040
C: -0.3138 -2.2595 4.6044
C: 2.5266 -5.8800 3.2861
H: 0.5356 -3.4446 6.1119
H: -0.9197 -4.1907 5.5399
H: -0.7130 -1.5810 5.3624
H: -0.9178 -2.2526 3.6982
H: 0.6234 -1.8129 4.2768
H: 1.9786 -5.4729 2.4393
H: 2.1941 -6.8963 3.4830
H: 3.6050 -5.9089 3.1514
O: 7.5420 -3.5018 -2.2351
S: 6.4598 -4.1380 -1.5315
O: 6.5805 -4.6259 -0.1914
O: 5.2115 -3.1119 -1.4540
C: 4.9373 -2.2392 -2.5568
C: 5.0461 -0.7903 -2.1193
C: 5.7075 -5.4004 -2.5680
H: 3.9366 -2.3963 -2.9626
H: 5.6562 -2.4329 -3.3557
H: 4.9281 -0.1632 -3.0007
H: 5.9718 -0.5923 -1.5796
H: 4.2627 -0.6196 -1.3751
H: 5.1831 -4.9628 -3.4156
H: 4.9943 -5.8290 -1.8647
H: 6.4420 -6.1000 -2.9560
O: -5.1204 1.1078 4.6285
S: -4.8838 2.4307 5.1301
O: -5.6064 3.5433 4.5883
O: -5.2579 2.4202 6.6980
C: -4.7640 1.4821 7.6136
C: -3.5343 1.9579 8.4272
C: -3.1280 2.8725 5.2120
H: -4.5479 0.5328 7.1133
H: -5.4901 1.2221 8.3855
H: -3.8556 2.9374 8.7925
H: -2.7208 2.1756 7.7311
H: -3.1641 1.3014 9.2051
H: -2.5870 1.9780 5.5160
H: -2.9350 3.7258 5.8525
H: -2.8027 3.1060 4.1983
O: 1.0242 8.7796 5.4020
S: 0.1516 8.7288 4.2624
O: 0.0427 9.8309 3.3449
O: 0.4707 7.4605 3.3089
C: 0.8389 6.2724 4.0126
C: 1.5101 5.2624 3.0935
C: -1.5445 8.2587 4.8228
H: -0.0618 5.7748 4.3896
H: 1.4959 6.4519 4.8634
H: 0.9343 5.2429 2.1658
H: 1.5555 4.2374 3.4593
H: 2.5529 5.5103 2.8875
H: -1.4718 7.4850 5.5816
H: -1.9218 7.7771 3.9224
H: -2.0472 9.1674 5.1278
O: -4.2266 2.0747 -4.0608
S: -3.5592 0.9186 -3.5212
O: -2.1329 0.9538 -3.3463
O: -4.2543 0.4787 -2.1050
C: -3.9632 1.3443 -1.0078
C: -4.3037 0.8510 0.3721
C: -4.0554 -0.5185 -4.4793
H: -4.4088 2.2994 -1.3006
H: -2.8748 1.4455 -0.8949
H: -5.3749 0.6273 0.4825
H: -4.2730 1.7301 1.0174
H: -3.7566 -0.0171 0.7166
H: -4.2613 -0.2595 -5.5141
H: -4.9691 -0.7939 -3.9554
H: -3.2566 -1.2544 -4.4779
O: -0.0141 2.7738 4.7459
S: 0.5810 2.1330 5.8776
O: -0.2530 1.4373 6.8258
O: 1.7205 1.1549 5.3144
C: 2.2348 0.1820 6.2731
C: 3.1091 -0.7591 5.5057
C: 1.6160 3.2784 6.8715
H: 1.3616 -0.3813 6.5992
H: 2.7445 0.6539 7.1135
H: 4.0978 -0.4445 5.1824
H: 2.5073 -1.2786 4.7606
H: 3.3270 -1.6466 6.1144
H: 1.2168 4.2700 6.6630
H: 2.5751 3.2600 6.3580
H: 1.5751 2.9489 7.8999
O: 2.8580 -4.3992 -7.9422
S: 2.6450 -4.1095 -6.5621
O: 3.6124 -3.3973 -5.7856
O: 1.2203 -3.3335 -6.3927
C: 1.1642 -2.2140 -5.5356
C: -0.0945 -1.4470 -5.9193
C: 2.2256 -5.7256 -5.8125
H: 1.9856 -1.5057 -5.6578
H: 1.1124 -2.4921 -4.4812
H: -0.9180 -2.1536 -6.0616
H: -0.0760 -0.8424 -6.8268
H: -0.4450 -0.7703 -5.1396
H: 3.1867 -6.2378 -5.7986
H: 1.4219 -6.2313 -6.3337
H: 1.9527 -5.6426 -4.7607
O: -1.3132 -8.4618 -3.9106
S: -0.0478 -7.8823 -3.5306
O: 1.1715 -8.2364 -4.1651
O: -0.2457 -6.2654 -3.7212
C: -1.4246 -5.6607 -3.2103
C: -1.2881 -4.1784 -3.5985
C: 0.0701 -7.9606 -1.7072
H: -1.5205 -5.6975 -2.1279
H: -2.3182 -5.9499 -3.7626
H: -1.2327 -4.0684 -4.6804
H: -0.4348 -3.7258 -3.0898
H: -2.1686 -3.6121 -3.2803
H: 0.4629 -8.9252 -1.3983
H: -0.9449 -7.7867 -1.3710
H: 0.8163 -7.1956 -1.5053